[1]
The following is a quantum chemistry calculation of a structure of composition C28H26F6IN4O9S3TeW, from the Open Molecules 2025 dataset.

As for the spin multiplicity: 4. Its LUMO energy (spin up / spin down) is -1.84 / -2.37 eV. The charge is 0. The highest occupied orbital energy (spin up / spin down) comes out at -7.52 / -8.55 eV. The value obtained for the HOMO-LUMO gap (spin up / spin down) is 5.7 / 6.2 eV.

The geometry in XYZ format:
```
79
Properties=species:S:1:pos:R:3:forces:R:3
W 0.812 0.222 0.202 1.1 -0.8 2.6
O -1.311 0.070 3.528 0.4 0.1 0.0
S -1.174 0.006 2.113 0.1 -0.2 0.9
O -0.366 1.232 1.544 -1.1 0.0 0.0
O -2.404 -0.184 1.401 0.0 0.0 0.0
O -0.089 -0.994 1.650 -0.8 0.3 -0.2
F -1.254 -1.734 -3.149 0.1 0.0 0.0
C -0.640 -0.946 -4.036 -0.3 -0.1 0.0
F 0.582 -1.401 -4.256 0.0 0.1 0.0
F -1.330 -0.990 -5.175 0.0 0.0 0.0
S -0.609 0.808 -3.416 0.4 -0.2 0.0
O 0.584 0.903 -2.590 -0.6 0.2 -0.7
O -0.651 1.620 -4.590 -0.2 0.0 0.2
N -1.974 0.922 -2.611 0.0 0.0 0.1
S -2.093 0.709 -1.050 0.9 1.2 -2.4
O -2.231 1.955 -0.375 -0.3 -0.3 0.4
O -0.901 -0.173 -0.728 -1.7 0.1 0.2
C -3.724 -0.248 -0.965 0.1 -0.4 -0.1
F -4.307 -0.118 -2.145 0.0 0.0 0.1
F -4.504 0.267 -0.048 0.1 0.0 0.0
F -3.484 -1.531 -0.750 0.0 0.1 0.1
I -0.207 6.252 -1.903 0.0 -0.1 0.0
C 0.344 4.606 -0.798 0.1 0.1 -0.3
C 0.853 4.548 0.452 -0.4 -0.2 0.2
N 1.078 3.229 0.776 -0.1 0.4 -0.3
N 0.767 2.441 -0.332 -1.0 0.1 0.5
C 0.282 3.258 -1.232 0.2 0.2 -0.3
H 1.001 5.311 1.200 0.0 0.0 -0.1
H 0.461 2.941 1.542 0.5 -0.3 0.3
H -0.090 2.935 -2.181 0.2 0.0 -0.1
C 6.842 2.493 -5.597 -0.1 0.0 0.1
C 6.014 2.035 -4.426 0.0 0.0 0.0
C 6.197 0.782 -3.860 0.0 0.0 0.0
C 5.414 0.330 -2.801 0.0 -0.2 0.0
C 5.692 -1.036 -2.214 -0.2 0.2 0.0
C 4.418 1.178 -2.319 -0.5 -0.2 0.1
Te 3.350 0.424 -0.482 1.9 0.6 -0.1
N 1.317 -1.198 -1.348 0.1 -0.2 0.3
C 1.322 -2.052 -0.341 0.6 -0.6 -0.7
O 1.937 -1.679 0.728 -0.9 -0.1 -0.4
C 0.594 -3.348 -0.491 0.1 0.0 -0.1
C -0.744 -3.479 -0.137 0.0 -0.1 0.1
C -1.400 -4.678 -0.374 0.1 0.0 0.0
C -0.730 -5.741 -0.965 0.0 0.1 0.0
C 0.600 -5.601 -1.333 0.0 0.0 0.0
C 1.263 -4.405 -1.100 0.0 0.0 0.0
C 3.182 0.119 2.006 0.0 0.1 0.3
C 2.183 0.838 2.627 0.7 0.3 0.0
C 1.780 0.480 3.927 -0.2 0.0 0.0
C 2.413 -0.554 4.564 0.1 -0.1 0.0
C 3.472 -1.223 3.937 -0.1 0.0 0.0
C 3.857 -0.923 2.646 0.3 -0.1 -0.4
C 4.949 -1.695 1.954 -0.2 0.1 0.0
C 4.230 2.459 -2.829 0.0 0.1 -0.1
C 3.196 3.413 -2.305 0.1 -0.1 0.0
C 5.035 2.862 -3.891 0.0 0.0 0.0
H 7.656 1.800 -5.804 0.0 0.0 0.0
H 7.263 3.482 -5.410 0.0 0.0 0.0
H 6.220 2.570 -6.491 0.0 0.0 0.0
H 6.975 0.130 -4.244 0.0 0.0 0.0
H 6.438 -1.562 -2.806 0.0 0.0 0.0
H 4.779 -1.631 -2.173 0.0 -0.1 -0.1
H 6.055 -0.939 -1.189 0.1 -0.1 0.0
H -1.275 -2.661 0.325 0.0 0.1 0.0
H -2.441 -4.774 -0.094 0.0 0.0 0.0
H -1.249 -6.673 -1.148 0.0 0.0 0.0
H 1.126 -6.420 -1.806 0.0 0.0 0.0
H 2.297 -4.285 -1.401 0.0 0.0 0.0
H 1.897 1.800 2.238 -0.1 0.0 -0.2
H 0.983 1.026 4.413 0.0 0.0 0.0
H 2.111 -0.840 5.563 0.0 0.0 0.0
H 3.998 -2.010 4.467 0.0 0.0 0.0
H 5.550 -2.255 2.668 0.0 0.0 0.0
H 5.591 -1.022 1.386 0.1 0.0 0.0
H 4.501 -2.395 1.244 0.0 0.0 0.0
H 3.066 3.289 -1.230 0.0 0.0 0.0
H 2.240 3.221 -2.795 0.0 0.0 0.0
H 3.484 4.444 -2.507 0.0 0.0 0.0
H 4.891 3.856 -4.304 0.0 0.0 0.0
```
Forces are in eV/Å.



[2]
The following is a quantum chemistry calculation of a cluster of 2 separate species, CH3NO2P in total, from the Open Molecules 2025 dataset.

Its LUMO energy is 4.60 eV. The charge is -1. The highest occupied orbital energy comes out at -2.71 eV. The value obtained for the HOMO-LUMO gap is 7.3 eV.

The geometry in XYZ format:
```
8
Properties=species:S:1:pos:R:3:forces:R:3
C -2.436 -0.285 -0.295 -0.6 -2.4 0.5
N 1.283 -0.362 0.379 -1.2 1.3 -0.9
O -2.330 -1.305 0.264 0.0 2.0 -0.9
O -1.008 1.012 0.271 -0.7 0.5 0.7
P 0.458 1.246 -0.021 1.5 -1.3 -0.6
H 1.548 -0.573 1.331 0.5 0.1 -0.5
H 1.854 -0.595 -0.422 0.4 -0.5 0.7
H 0.631 0.862 -1.507 0.0 0.3 0.9
```
Forces are in eV/Å.



[3]
The following is a quantum chemistry calculation of a cluster of 5 separate species, C20H39IN4O2Si in total, from the Open Molecules 2025 dataset.

Its LUMO energy is 0.67 eV. The charge is 0. The highest occupied orbital energy comes out at -9.19 eV. The value obtained for the HOMO-LUMO gap is 9.9 eV.

The geometry in XYZ format:
```
67
Properties=species:S:1:pos:R:3:forces:R:3
C 3.058 1.697 3.619 0.0 0.0 0.0
C 2.084 2.529 2.784 -0.1 0.0 0.0
O 0.881 2.764 3.511 0.0 -0.1 0.0
C -0.303 2.431 2.802 0.1 0.0 0.0
C -1.483 3.028 3.561 0.1 0.0 -0.1
O -2.351 2.036 4.109 -0.1 -0.1 0.1
Si -3.635 1.376 3.358 0.0 0.2 0.0
I -2.998 -0.535 1.983 0.0 -0.2 0.0
H 3.222 0.707 3.192 0.0 0.0 0.0
H 4.027 2.186 3.720 0.0 0.0 0.0
H 2.641 1.559 4.617 0.0 0.1 0.0
H 2.515 3.503 2.531 0.0 0.0 0.0
H 1.847 2.027 1.842 0.1 0.0 0.0
H -0.423 1.342 2.742 0.0 0.0 0.0
H -0.256 2.815 1.779 -0.1 0.0 0.0
H -1.079 3.592 4.401 -0.1 0.0 0.0
H -2.061 3.702 2.923 0.0 0.0 0.0
H -4.555 0.863 4.381 0.0 0.0 0.0
H -4.261 2.355 2.449 0.0 0.0 0.0
C 0.183 -0.735 -1.912 0.0 0.0 0.0
C -1.255 -1.031 -1.519 -0.1 0.0 0.0
C -2.206 0.137 -1.807 0.0 0.0 -0.1
C -1.938 1.317 -0.983 -0.1 -0.1 0.1
N -1.780 2.201 -0.267 0.1 0.1 -0.1
H 0.612 0.093 -1.346 0.0 0.0 0.0
H 0.808 -1.612 -1.741 0.0 0.0 0.0
H 0.250 -0.479 -2.973 0.0 0.0 0.0
H -1.320 -1.293 -0.462 0.1 0.0 -0.1
H -1.628 -1.889 -2.082 0.0 0.0 0.0
H -3.242 -0.150 -1.611 0.0 0.0 0.0
H -2.140 0.431 -2.858 0.0 0.0 0.0
C -1.518 0.475 -6.203 0.0 0.0 0.0
C -2.479 -0.197 -7.171 0.0 0.0 0.0
C -3.601 -0.948 -6.446 0.0 0.0 0.1
C -3.085 -2.032 -5.606 -0.1 0.0 0.0
N -2.681 -2.884 -4.951 0.0 0.0 0.0
H -1.019 -0.261 -5.570 0.0 0.0 0.0
H -0.749 1.035 -6.734 0.0 0.0 0.0
H -2.047 1.176 -5.552 0.0 0.0 0.0
H -1.942 -0.898 -7.813 0.0 0.0 0.0
H -2.944 0.541 -7.826 0.0 0.0 0.0
H -4.311 -1.382 -7.152 0.0 0.0 0.0
H -4.159 -0.266 -5.801 0.0 0.0 0.0
C -1.018 -4.276 4.424 0.0 0.0 0.0
C -2.293 -4.430 3.609 0.0 0.0 0.0
C -2.054 -5.121 2.263 0.0 0.0 0.0
C -1.191 -4.326 1.388 0.0 0.1 -0.1
N -0.525 -3.675 0.716 0.0 0.0 0.0
H -0.287 -3.666 3.891 0.0 0.0 0.0
H -1.223 -3.792 5.379 0.0 0.0 0.0
H -0.561 -5.246 4.630 0.0 0.0 0.0
H -2.733 -3.451 3.419 0.0 0.0 0.0
H -3.033 -5.016 4.156 0.0 0.0 0.0
H -2.994 -5.287 1.734 0.0 0.0 0.0
H -1.584 -6.097 2.406 0.0 0.0 0.0
C 5.718 1.706 1.218 0.0 0.0 0.0
C 6.366 1.704 -0.157 0.0 0.0 -0.1
C 5.518 2.451 -1.193 -0.1 0.0 0.0
C 4.185 1.861 -1.352 0.0 0.0 -0.1
N 3.142 1.398 -1.478 0.1 0.0 0.0
H 4.767 1.173 1.195 0.0 0.0 0.0
H 6.352 1.225 1.963 0.0 0.0 0.0
H 5.519 2.726 1.555 0.0 0.0 0.0
H 6.525 0.680 -0.499 0.0 0.0 0.0
H 7.345 2.185 -0.127 0.0 0.0 0.0
H 6.001 2.460 -2.170 0.0 0.0 0.0
H 5.378 3.491 -0.888 0.0 0.0 0.0
```
Forces are in eV/Å.



[4]
The following is a quantum chemistry calculation of a structure of composition C49H64N2O2Zn, from the Open Molecules 2025 dataset.

Its LUMO energy is 3.85 eV. The charge is -2. The highest occupied orbital energy comes out at -0.08 eV. The value obtained for the HOMO-LUMO gap is 3.9 eV.

The geometry in XYZ format:
```
118
Properties=species:S:1:pos:R:3:forces:R:3
Zn -0.873 -1.165 0.310 0.6 0.6 -0.3
C -1.533 -4.010 0.282 0.1 -1.0 -0.1
N -1.269 -3.022 1.314 0.4 -0.8 0.7
C -2.496 -2.690 2.025 0.1 -1.3 2.9
C -0.180 -3.418 2.200 -0.2 -0.1 0.2
C 0.416 -2.178 2.839 -0.1 -0.2 0.1
N 0.968 -1.286 1.835 0.6 0.1 0.2
C 2.123 -1.900 1.166 0.1 0.1 0.2
C 2.740 -1.117 0.047 0.3 0.0 0.3
C 4.112 -0.906 -0.005 0.0 -0.1 0.0
C 4.725 -0.377 -1.134 -0.1 0.1 -0.1
C 3.873 -0.013 -2.186 0.0 0.0 0.1
C 2.495 -0.188 -2.171 0.0 0.1 -0.1
C 1.896 -0.795 -1.025 -0.1 -0.1 -0.2
O 0.644 -1.129 -0.971 -0.2 0.2 -0.6
C 1.625 0.222 -3.365 0.0 0.0 0.0
C 0.930 -1.013 -3.964 0.0 0.0 0.1
C 2.446 0.872 -4.482 0.0 0.0 0.0
C 0.575 1.244 -2.906 0.0 -0.1 0.1
C 6.244 -0.270 -1.306 0.0 0.0 0.0
C 6.688 -1.203 -2.444 0.0 0.0 0.0
C 6.673 1.159 -1.656 0.0 0.0 -0.1
C 6.989 -0.688 -0.037 0.0 0.0 0.0
C 1.316 -0.002 2.464 0.2 0.0 -0.1
C 1.182 1.228 1.616 0.1 0.1 0.1
C 2.202 2.149 1.479 0.0 0.0 0.0
C 1.984 3.387 0.880 -0.1 0.0 0.0
C 0.681 3.665 0.461 0.0 -0.1 0.1
C -0.384 2.776 0.594 -0.1 0.0 0.0
C -0.124 1.497 1.153 -0.1 -0.2 -0.2
O -1.032 0.566 1.294 -0.3 0.5 0.1
C -1.812 3.173 0.193 0.0 0.0 -0.1
C -2.360 2.238 -0.896 0.0 0.0 0.1
C -2.731 3.121 1.426 0.1 -0.1 0.0
C -1.875 4.603 -0.357 0.0 0.0 0.0
C 3.122 4.401 0.772 0.0 0.0 0.0
C 2.710 5.659 0.004 0.0 0.0 0.0
C 4.306 3.765 0.040 0.0 -0.1 -0.1
C 3.570 4.828 2.178 0.0 0.0 0.0
H -1.835 -4.982 0.709 0.1 0.1 0.1
H -0.638 -4.153 -0.327 0.1 0.0 0.0
H -2.333 -3.646 -0.363 0.4 -0.4 0.2
H -2.861 -3.551 2.612 0.3 -0.1 0.2
H -3.258 -2.389 1.305 1.0 -0.8 2.2
H -2.337 -1.845 2.695 0.1 0.0 0.1
H 0.564 -3.934 1.596 0.0 -0.1 0.1
H -0.494 -4.125 2.989 -0.1 0.1 -0.1
H 1.152 -2.457 3.619 0.1 0.0 -0.1
H -0.389 -1.632 3.331 0.0 0.0 0.1
H 1.796 -2.845 0.731 0.0 0.0 0.0
H 2.897 -2.135 1.922 0.0 0.0 0.0
H 4.700 -1.221 0.850 0.0 0.0 0.0
H 4.324 0.411 -3.075 0.0 0.0 0.0
H 1.678 -1.727 -4.324 0.0 0.0 0.0
H 0.298 -0.718 -4.808 0.0 0.0 0.0
H 0.309 -1.499 -3.215 0.0 0.0 0.0
H 3.199 0.189 -4.884 0.0 0.0 0.0
H 2.947 1.782 -4.140 0.0 0.0 0.0
H 1.771 1.145 -5.298 0.0 0.0 0.0
H -0.074 0.813 -2.148 0.0 0.0 0.0
H -0.044 1.565 -3.752 0.0 0.0 0.0
H 1.063 2.124 -2.475 0.0 0.0 0.0
H 6.220 -0.920 -3.389 0.0 0.0 0.0
H 6.397 -2.233 -2.222 0.0 0.0 0.0
H 7.775 -1.167 -2.574 0.0 0.0 0.0
H 6.190 1.506 -2.571 0.0 0.0 0.0
H 7.758 1.209 -1.802 0.0 0.0 0.0
H 6.400 1.844 -0.856 0.0 0.1 0.1
H 6.781 -1.729 0.219 0.0 0.0 0.0
H 6.704 -0.062 0.812 0.0 0.0 0.0
H 8.067 -0.585 -0.190 0.0 0.0 0.0
H 2.329 -0.063 2.898 0.0 0.0 0.0
H 0.619 0.139 3.294 0.0 -0.1 0.0
H 3.188 1.881 1.853 0.0 0.0 0.0
H 0.483 4.629 0.018 0.0 0.0 0.0
H -2.400 1.207 -0.551 0.0 0.0 0.0
H -1.731 2.287 -1.788 -0.1 0.0 0.0
H -3.378 2.536 -1.170 0.0 0.0 0.0
H -2.720 2.123 1.863 0.0 0.0 0.0
H -3.760 3.361 1.140 0.0 0.0 0.0
H -2.396 3.843 2.178 0.0 0.0 0.0
H -1.283 4.716 -1.270 0.0 0.0 0.0
H -1.524 5.334 0.379 0.0 0.0 0.0
H -2.914 4.838 -0.598 0.0 0.0 0.0
H 2.366 5.408 -1.003 0.0 0.0 0.0
H 3.569 6.331 -0.085 0.0 0.0 0.0
H 1.910 6.199 0.516 0.0 0.0 0.0
H 4.006 3.458 -0.965 0.0 0.0 0.0
H 4.651 2.872 0.563 0.0 0.0 0.0
H 5.144 4.467 -0.040 0.0 0.0 0.0
H 2.730 5.267 2.722 0.0 0.0 0.0
H 4.379 5.567 2.127 0.0 0.0 0.0
H 3.925 3.968 2.750 0.0 0.0 0.0
C -2.662 -1.670 -0.225 -2.2 2.0 -2.6
C -3.822 -1.993 0.022 -0.9 1.7 -3.6
C -5.168 -2.352 0.317 -0.1 -0.1 0.2
C -5.602 -3.674 -0.052 -0.1 0.0 0.0
C -4.866 -4.432 -1.006 -0.1 0.0 0.0
C -5.199 -5.731 -1.337 0.0 0.0 0.0
C -6.292 -6.375 -0.758 0.0 0.0 0.0
C -7.038 -5.657 0.174 0.0 0.0 0.0
C -6.716 -4.355 0.517 0.1 0.0 0.0
C -5.945 -1.397 1.081 0.0 -0.1 -0.1
C -7.360 -1.374 1.122 0.0 0.0 0.1
C -8.060 -0.446 1.879 0.1 0.0 0.0
C -7.400 0.531 2.616 0.0 0.0 0.0
C -6.006 0.566 2.549 0.0 0.0 0.0
C -5.301 -0.359 1.803 0.0 0.0 0.0
H -4.020 -3.950 -1.481 0.0 0.0 0.0
H -4.592 -6.259 -2.067 0.0 0.0 0.0
H -6.550 -7.395 -1.019 0.0 0.0 0.0
H -7.890 -6.130 0.655 0.0 0.0 0.0
H -7.300 -3.863 1.281 0.0 0.0 0.0
H -7.918 -2.075 0.517 0.0 0.0 0.0
H -9.146 -0.476 1.881 0.0 0.0 0.0
H -7.950 1.251 3.210 0.0 0.0 0.0
H -5.461 1.334 3.088 0.0 0.0 0.0
H -4.218 -0.304 1.756 -0.1 0.1 0.0
```
Forces are in eV/Å.



Calculated max |F|, 2.96; 2.55; 0.23; 4.08 eV Å⁻¹ (same order as the records).